{"formula": "C34H43BBr60FNO5S", "method": "ωB97M-V/def2-TZVPD", "elements": ["C", "C", "C", "C", "C", "C", "F", "C", "C", "O", "O", "N", "C", "S", "O", "C", "O", "C", "C", "B", "O", "C", "C", "H", "H", "H", "H", "H", "H", "H", "H", "H", "H", "H", "H", "H", "H", "H", "H", "H", "H", "H", "H", "H", "H", "H", "C", "Br", "Br", "Br", "H", "C", "Br", "Br", "Br", "H", "C", "Br", "Br", "Br", "H", "C", "Br", "Br", "Br", "H", "C", "Br", "Br", "Br", "H", "C", "Br", "Br", "Br", "H", "C", "Br", "Br", "Br", "H", "C", "Br", "Br", "Br", "H", "C", "Br", "Br", "Br", "H", "C", "Br", "Br", "Br", "H", "C", "Br", "Br", "Br", "H", "C", "Br", "Br", "Br", "H", "C", "Br", "Br", "Br", "H", "C", "Br", "Br", "Br", "H", "C", "Br", "Br", "Br", "H", "C", "Br", "Br", "Br", "H", "C", "Br", "Br", "Br", "H", "C", "Br", "Br", "Br", "H", "C", "Br", "Br", "Br", "H", "C", "Br", "Br", "Br", "H"], "coordinates": [[-3.3716, -5.3744, -0.0861], [-3.7184, -4.2893, 0.9982], [-2.6175, -3.1778, 1.0244], [-3.0980, -1.7485, 0.6322], [-3.8531, -1.9175, -0.7077], [-4.2446, -0.5776, -1.4126], [-3.6675, -0.4924, -2.6797], [-1.8176, -0.8639, 0.5032], [-0.5268, -1.3637, 1.2664], [0.5517, -0.4406, 1.1023], [0.8529, 0.0554, 2.3857], [-1.2867, -0.6320, -0.8777], [-1.3086, 0.5146, -1.1790], [-1.4857, 1.9779, -1.7535], [-1.9711, 0.4704, 1.0414], [-3.1423, 0.4676, 1.7615], [-3.4410, 1.4593, 2.2938], [-3.8348, -0.9195, 1.7632], [-3.5556, -1.3848, 3.2631], [-5.4315, -0.9057, 1.7519], [-6.1992, -2.0601, 1.5099], [-6.2586, 0.4454, 1.9743], [-6.3679, 1.3203, 0.6874], [-2.7846, -4.9746, -0.9231], [-4.2711, -5.9272, -0.3885], [-2.7193, -6.1093, 0.4238], [-3.6748, -4.8352, 1.9598], [-4.7461, -3.9163, 0.9135], [-1.8166, -3.4970, 0.3334], [-2.1601, -3.2279, 2.0290], [-3.2328, -2.4943, -1.4127], [-4.7988, -2.4716, -0.5995], [-5.3335, -0.5520, -1.5625], [-3.8881, 0.2884, -0.8364], [-0.1719, -2.2936, 0.7841], [-0.7066, -1.5458, 2.3319], [1.7026, -0.3320, 2.6529], [-3.8749, -2.4367, 3.3576], [-2.4778, -1.2872, 3.4532], [-4.1076, -0.7490, 3.9737], [-6.5381, -2.3792, 2.3586], [-5.8506, 1.0356, 2.8140], [-7.2761, 0.1580, 2.2960], [-5.4141, 1.3766, 0.1390], [-6.6010, 2.3595, 0.9699], [-7.1330, 0.9012, 0.0153], [2.9994, -2.6956, 4.9772], [1.1878, -2.2721, 5.4922], [3.2078, -4.5649, 4.5591], [3.6136, -1.5791, 3.5276], [3.6297, -2.4834, 5.8305], [2.3150, 2.5812, -3.6319], [0.9391, 2.0622, -4.8883], [2.4998, 4.5088, -3.5216], [2.0374, 1.7792, -1.8982], [3.2523, 2.1958, -4.0117], [6.6128, 5.3890, -1.9461], [5.9345, 7.0077, -2.7472], [5.8155, 5.0603, -0.2181], [6.4303, 3.8693, -3.1243], [7.6725, 5.5336, -1.7857], [0.4291, 4.6295, 1.1648], [-1.1426, 4.7659, 0.0484], [0.4624, 2.9770, 2.1502], [2.0533, 4.8805, 0.1544], [0.4041, 5.4424, 1.8857], [1.1296, -6.7801, 1.7260], [2.8943, -7.0852, 1.0056], [0.5439, -4.9698, 1.4176], [-0.1451, -8.0712, 1.0717], [1.1966, -6.9147, 2.7978], [-1.7281, 4.9879, -4.5411], [-1.5046, 6.9050, -4.5745], [-2.6186, 4.3872, -2.9371], [-2.6263, 4.3368, -6.1217], [-0.7348, 4.5531, -4.5357], [7.5374, 0.8819, 3.5352], [6.8607, 2.5308, 2.8009], [6.7678, 0.4752, 5.2610], [7.3178, -0.5763, 2.2861], [8.6003, 1.0122, 3.6866], [-0.6701, 7.9042, 4.2745], [0.9642, 7.4112, 3.3679], [-1.2224, 9.6947, 3.8130], [-2.1018, 6.6325, 4.0409], [-0.4419, 7.9075, 5.3328], [5.1450, -1.0198, -2.7075], [5.4102, 0.8918, -2.7620], [4.2420, -1.5707, -1.0926], [4.2381, -1.6622, -4.2878], [6.1252, -1.4770, -2.6954], [-3.9700, 7.1726, 7.4253], [-2.2433, 6.7478, 8.1685], [-5.1369, 5.6367, 7.3933], [-4.7782, 8.6642, 8.3448], [-3.8131, 7.4783, 6.3988], [4.9311, -5.1273, -5.6903], [6.6632, -5.7187, -5.0777], [4.7485, -5.3000, -7.6051], [3.4976, -6.0223, -4.7628], [4.8552, -4.0743, -5.4555], [-9.0590, 2.0113, 8.4156], [-7.7322, 3.3813, 8.1313], [-8.2688, 0.3837, 9.0966], [-10.5041, 2.6306, 9.5322], [-9.4835, 1.7744, 7.4480], [3.9660, -10.6354, 1.8189], [3.1723, -10.2754, 3.5422], [5.8190, -11.1506, 1.9763], [2.9438, -11.9290, 0.8165], [3.9401, -9.7093, 1.2600], [-0.3470, 10.4110, 10.1081], [1.4289, 9.6954, 10.3539], [-0.9989, 10.1069, 8.3189], [-1.5800, 9.7433, 11.4358], [-0.2804, 11.4816, 10.2454], [8.6552, -7.8588, 0.9603], [6.7631, -7.5370, 1.1625], [9.3497, -8.9491, 2.3938], [9.0719, -8.6007, -0.7715], [9.1488, -6.8986, 1.0227], [5.3773, -5.5857, -12.1001], [6.5684, -4.0794, -11.9016], [6.1051, -7.1897, -11.3108], [3.6162, -5.1958, -11.4190], [5.2732, -5.7703, -13.1611], [2.5973, -8.5257, -8.1678], [1.1479, -8.5687, -6.8931], [3.9451, -9.8465, -7.7642], [1.9600, -8.6831, -9.9831], [3.0685, -7.5550, -8.0792], [-7.1711, 12.2170, 9.9931], [-5.5734, 11.2928, 10.5584], [-6.7643, 13.6911, 8.8157], [-8.4540, 11.0068, 9.2101], [-7.6274, 12.6349, 10.8802], [3.3953, -2.7908, -15.0665], [1.5857, -2.3180, -14.5950], [3.5867, -4.6932, -15.3393], [4.0283, -1.7849, -16.5863], [4.0230, -2.5263, -14.2253], [0.1754, 5.7305, -8.8786], [0.7341, 7.4220, -9.6229], [0.0691, 4.3525, -10.2263], [1.2896, 5.1970, -7.3977], [-0.8244, 5.8701, -8.4876]], "forces_ev_per_a": [[-0.02, -0.08, 1.19], [0.65, -0.70, -0.20], [-0.54, -0.54, 0.55], [0.82, -0.21, 0.63], [-0.46, 1.08, -0.58], [0.25, -0.65, 0.15], [-0.14, -0.12, 0.22], [3.39, 0.53, -0.20], [-0.12, -1.00, -0.78], [-0.32, -0.46, 0.04], [-0.20, 0.77, 0.91], [-0.89, -2.48, 1.60], [-0.09, 3.15, -2.52], [0.48, -1.73, 0.62], [-1.94, -1.97, 0.50], [0.70, -1.40, -1.64], [-1.32, 2.08, 1.72], [0.12, -0.03, 0.15], [-0.11, -0.40, -0.85], [-0.85, 1.15, -0.55], [1.20, -0.01, 0.66], [-0.10, -0.32, 0.64], [0.34, -0.03, 0.32], [-0.54, -0.06, 0.01], [0.31, 0.26, -0.26], [-0.16, 0.24, -0.43], [-0.15, 0.39, -0.27], [0.43, 0.09, -0.14], [-0.43, 0.30, 0.11], [-0.12, 0.41, -0.44], [-0.08, 0.29, 0.27], [0.57, 0.02, 0.38], [0.32, 0.29, 0.11], [-0.28, -0.09, -0.28], [-0.29, 0.31, 0.26], [0.07, 0.19, -0.30], [-0.08, -0.29, -0.49], [0.22, 0.40, 0.20], [-0.36, -0.16, 0.24], [0.23, -0.19, -0.29], [-0.41, -0.03, -0.37], [0.06, -0.10, -0.51], [0.23, 0.13, -0.21], [-0.34, -0.05, 0.21], [-0.19, -0.44, -0.24], [0.26, 0.33, 0.18], [-0.16, -0.03, 0.01], [0.15, -0.03, -0.10], [0.01, 0.09, 0.00], [0.13, -0.12, 0.05], [0.00, 0.00, -0.06], [-0.05, -0.06, 0.19], [0.09, 0.11, 0.13], [-0.13, -0.24, -0.11], [0.06, 0.09, -0.25], [-0.05, 0.04, -0.01], [-0.03, 0.06, 0.06], [0.01, -0.19, 0.06], [-0.01, -0.01, -0.22], [0.11, 0.40, 0.02], [-0.05, -0.02, -0.01], [-0.11, 0.10, 0.31], [0.41, 0.34, 0.42], [0.00, 0.13, -0.27], [-0.06, 0.09, 0.11], [-0.16, -0.26, -0.26], [-0.05, -0.07, 0.08], [-0.09, 0.11, -0.05], [0.07, -0.14, 0.01], [0.16, 0.13, 0.03], [0.02, 0.01, -0.05], [0.04, 0.07, 0.06], [-0.04, -0.17, -0.03], [-0.43, 0.84, -0.83], [0.10, 0.07, 0.08], [-0.05, 0.00, -0.01], [-0.02, -0.01, -0.06], [0.01, -0.15, 0.09], [0.05, 0.06, -0.20], [-0.03, 0.10, 0.13], [-0.05, -0.02, 0.00], [0.00, 0.08, 0.23], [-0.20, 0.13, 0.12], [0.03, -0.16, 0.02], [0.22, 0.03, -0.15], [0.01, 0.02, -0.04], [-0.02, -0.03, 0.07], [0.12, -0.49, 0.09], [0.04, 0.06, -0.14], [-0.04, 0.15, 0.12], [-0.05, 0.02, -0.02], [-0.05, 0.13, 0.04], [-0.15, -0.21, -0.08], [0.16, 0.10, -0.04], [0.05, -0.15, -0.06], [0.01, -0.08, 0.02], [-0.02, -0.08, 0.03], [-0.16, 0.03, -0.06], [0.04, 0.02, 0.06], [0.13, 0.05, -0.09], [0.03, -0.06, -0.02], [0.00, -0.07, -0.07], [-0.14, -0.09, 0.10], [-0.08, 0.18, -0.04], [0.16, -0.05, -0.07], [0.03, 0.02, 0.09], [0.08, -0.05, -0.04], [0.06, -0.02, -0.14], [-0.20, -0.05, 0.04], [0.08, 0.12, 0.12], [-0.02, -0.04, 0.04], [-0.01, -0.01, -0.02], [-0.17, 0.03, -0.02], [0.13, 0.23, 0.11], [0.09, 0.02, -0.13], [0.00, -0.05, 0.00], [0.02, -0.08, -0.03], [0.09, 0.09, 0.00], [-0.09, 0.07, -0.14], [-0.07, 0.04, 0.17], [-0.04, -0.04, 0.00], [0.02, -0.07, 0.02], [-0.12, -0.11, -0.01], [-0.08, 0.17, 0.00], [0.13, 0.01, 0.02], [-0.01, 0.03, 0.04], [0.00, 0.02, 0.01], [0.11, -0.04, -0.14], [-0.13, 0.12, -0.04], [0.05, -0.02, 0.17], [-0.02, -0.05, 0.01], [-0.03, 0.00, -0.02], [-0.09, 0.10, -0.04], [-0.02, -0.16, 0.09], [0.15, 0.09, 0.04], [0.03, -0.02, -0.04], [0.00, 0.07, 0.06], [0.17, -0.07, -0.07], [-0.03, 0.12, -0.06], [-0.08, -0.12, 0.13], [-0.03, -0.03, -0.03], [-0.03, 0.01, 0.05], [-0.02, -0.16, 0.05], [0.03, 0.12, 0.11], [-0.08, 0.03, -0.08], [0.05, -0.02, 0.00]], "mulliken_charge": [-1.20, -0.78, -1.97, 2.56, -1.22, 0.03, -0.42, 1.36, -1.01, -0.08, 0.00, -0.73, -0.29, 0.12, -0.37, -0.49, -0.62, 1.82, -2.08, 0.33, -0.70, -0.33, -0.96, 0.28, 0.38, 0.17, 0.45, 0.31, 0.68, 0.43, 0.60, 0.41, 0.32, -0.25, -0.14, 0.35, -0.05, 0.47, 0.26, 0.52, 0.30, 0.27, 0.41, 0.13, 0.32, 0.31, -0.44, -0.04, 0.01, 0.04, 0.38, -0.10, -0.10, -0.07, 0.28, 0.14, -0.40, -0.03, 0.02, -0.04, 0.38, 0.70, 0.04, 0.09, 0.08, -0.83, -0.46, 0.11, 0.21, -0.04, 0.39, 0.30, -0.02, -0.05, -0.04, -0.29, -0.37, 0.04, -0.03, -0.02, 0.35, -0.21, -0.08, -0.02, 0.00, 0.27, -0.51, 0.06, 0.06, 0.02, 0.35, -0.15, -0.02, -0.01, 0.06, 0.14, 0.31, -0.01, 0.01, 0.05, -0.36, -0.36, 0.07, -0.02, -0.02, 0.32, 0.12, -0.02, -0.01, -0.01, -0.13, -0.32, -0.03, 0.03, -0.02, 0.34, -0.37, 0.07, -0.03, 0.00, 0.33, -0.21, -0.02, -0.03, 0.03, 0.23, 0.33, -0.04, -0.01, -0.04, -0.27, -0.32, -0.02, -0.01, -0.01, 0.34, -0.24, 0.00, -0.03, -0.02, 0.28, -0.27, -0.03, -0.02, 0.09, 0.23], "lumo_energy_ev": -0.5, "largest_force_ev_per_a": 4.03, "homo_energy_ev": -8.577, "orbital_gap_ha": 0.295}